Entry from OMol25: a structure of composition C28H31AlN7O8P2 (ωB97M-V with the def2-TZVPD basis set).

Properties
**Total charge**: +1

Each line ends with the Mulliken charge.
Geometry (Å):
1 Al 0.6142 -0.3548 0.3680  1.2475
2 C -5.4413 -1.8288 2.1465  -1.6763
3 C -4.1945 -1.0126 1.9499  0.4902
4 C -4.1900 0.1480 1.1848  -1.3903
5 C -3.0140 0.8342 0.9323  0.2553
6 C -1.7911 0.4011 1.4444  -0.4892
7 N -0.5454 0.9764 1.1233  0.5158
8 C -0.3805 2.3398 1.2352  2.3866
9 C -1.3949 3.1889 1.7244  -0.8236
10 C -1.2653 4.5571 1.7516  -1.3324
11 C -0.1112 5.1793 1.2755  0.2880
12 C 0.0200 6.6785 1.2620  -1.6187
13 C 0.9308 4.3620 0.8940  -1.1234
14 C 0.8435 2.9668 0.9245  0.0918
15 N 2.0564 2.2248 0.7918  0.5223
16 C 3.2978 2.7392 0.9060  0.1490
17 C 4.1968 1.6980 0.9851  -1.6687
18 C 3.4146 0.5568 0.9123  -0.1645
19 N 2.1201 0.8777 0.7825  0.2447
20 C -1.8151 -0.7439 2.2537  -0.3929
21 C -2.9892 -1.4424 2.4849  -0.5175
22 N -0.6026 -1.2215 2.8266  0.1568
23 C -0.4571 -1.7628 4.0494  -0.1205
24 C 0.8681 -2.1120 4.2037  -1.5221
25 C 1.4748 -1.7303 3.0094  -0.1799
26 N 0.5801 -1.1985 2.1787  0.3962
27 H -6.3345 -1.2535 1.9107  0.4005
28 H -5.5153 -2.1826 3.1750  0.3765
29 H -5.4075 -2.7067 1.4977  0.2865
30 H -5.1170 0.5159 0.7603  0.3826
31 H -3.0348 1.7380 0.3345  0.8529
32 H -2.3040 2.7438 2.0987  0.6433
33 H -2.0751 5.1604 2.1445  0.4170
34 H -0.9183 7.1504 0.9733  0.4082
35 H 0.7987 7.0028 0.5731  0.3759
36 H 0.2790 7.0428 2.2588  0.3118
37 H 1.8448 4.8368 0.5630  0.3109
38 H 3.4867 3.7929 0.9768  0.4144
39 H 5.2643 1.7659 1.0945  0.4694
40 H 3.7201 -0.4722 0.9605  0.5469
41 H -2.9565 -2.3558 3.0677  0.5613
42 H -1.2802 -1.8440 4.7376  0.5416
43 H 1.3254 -2.5643 5.0652  0.4754
44 H 2.5080 -1.8108 2.7121  0.5002
45 C -1.6530 -1.7359 -3.9691  -1.9705
46 C -1.6511 -1.0660 -2.5974  1.6169
47 O -2.9174 -0.4742 -2.2942  -0.6571
48 P -0.5021 0.3658 -2.5019  -0.0406
49 O -1.3972 1.6539 -2.5304  -0.6336
50 O 0.3408 0.4648 -3.8407  -0.4125
51 O 0.5069 0.3827 -1.3988  -0.3681
52 P -1.3752 -2.3143 -1.2474  0.9916
53 O -0.3757 -3.3981 -1.8904  -0.6502
54 O -2.6932 -2.8795 -0.9201  -0.8968
55 O -0.5711 -1.6266 -0.1564  -0.6739
56 H -2.1300 -1.0921 -4.7095  0.4904
57 H -2.2313 -2.6582 -3.9077  0.4358
58 H -0.6412 -1.9811 -4.2907  0.3348
59 H -3.4525 -1.1525 -1.8433  0.4392
60 H -2.2324 1.5659 -2.0397  0.3454
61 H -0.1877 0.6822 -4.6254  0.4010
62 H -0.8653 -4.2102 -2.0968  0.3362
63 N 3.6071 -0.6569 -4.1940  -0.2655
64 C 4.1925 -1.6787 -3.5192  0.0843
65 O 5.2344 -2.1979 -3.8534  -0.6118
66 C 3.4376 -2.1666 -2.3107  -0.0134
67 C 3.4836 -3.5107 -1.9558  -0.4566
68 C 2.8013 -3.9244 -0.8269  -1.1468
69 C 2.0844 -2.9940 -0.0959  -0.4054
70 N 2.0629 -1.6960 -0.4081  0.4929
71 C 2.7441 -1.2963 -1.4917  -0.5641
72 H 4.0777 -0.2967 -5.0076  0.2042
73 H 2.6934 -0.3049 -3.9713  0.1875
74 H 4.0455 -4.2030 -2.5693  0.5257
75 H 2.8156 -4.9597 -0.5179  0.4808
76 H 1.5038 -3.2871 0.7691  0.5428
77 H 2.7358 -0.2348 -1.6918  0.8575

Entry from OMol25: an isolated molecule of C28H31Cl2F4NO5S in a non-equilibrium geometry (ωB97M-V with the def2-TZVPD basis set).

Properties
**Structure (SMILES)**: CCCOCc1ccc2c(c1CC(=O)O)N(C(F)(F)C(F)F)c1cc([C@@H](Cl)[C@@H](C)Cl)c(CCOC(=O)CC)cc1S2
**Total charge**: 0

Each line ends with the Mulliken charge.
Geometry (Å):
1 C 6.6192 -2.6999 2.2808  -1.0896
2 C 6.7706 -1.6825 1.1591  -0.4638
3 C 6.2880 -0.2883 1.5452  -0.3905
4 O 5.1759 -0.4196 2.4228  -0.2044
5 C 4.4220 0.7629 2.5232  -1.6823
6 C 3.5831 1.0509 1.2954  1.1084
7 C 3.7162 2.3053 0.7033  -0.9597
8 C 2.9751 2.6372 -0.4218  -0.7457
9 C 2.1121 1.6926 -0.9545  1.1072
10 C 1.9678 0.4237 -0.3943  -1.0302
11 C 2.6952 0.1014 0.7663  -0.1968
12 C 2.5163 -1.2296 1.4613  -0.3938
13 C 1.0792 -1.6806 1.5876  0.3814
14 O 0.7478 -2.7963 1.3832  -0.5976
15 O 0.1770 -0.7816 2.0284  -0.5370
16 N 1.0604 -0.5503 -0.9341  1.5303
17 C 1.6406 -1.5407 -1.8225  0.7103
18 F 0.8892 -2.6549 -1.7340  -0.3548
19 F 2.8833 -1.8522 -1.4248  -0.3109
20 C 1.7299 -1.2074 -3.3236  0.2271
21 F 2.6856 -0.2836 -3.5202  -0.2410
22 F 2.1309 -2.3390 -3.9600  -0.3162
23 C -0.1814 -0.0191 -1.4134  -1.5175
24 C -1.3356 -0.7647 -1.1761  -0.8807
25 C -2.5765 -0.3168 -1.6224  0.6515
26 C -3.8273 -1.1096 -1.3155  -0.3906
27 Cl -4.0645 -2.3698 -2.5583  -0.1622
28 C -3.8857 -1.6544 0.1361  0.3304
29 C -5.3350 -1.8937 0.5309  -1.6901
30 Cl -3.0403 -3.2228 0.3011  -0.1775
31 C -2.6756 0.8815 -2.3447  0.3596
32 C -3.9698 1.4261 -2.8958  -1.7523
33 C -4.6292 2.4381 -1.9639  -0.5660
34 O -4.5260 1.9227 -0.6244  -0.0481
35 C -5.1875 2.6328 0.3090  0.2703
36 O -6.0996 3.3622 0.0606  -0.5757
37 C -4.6952 2.3578 1.7020  -0.2354
38 C -5.5592 1.2319 2.3204  -0.9397
39 C -1.5193 1.6354 -2.5645  -0.2948
40 C -0.2942 1.1842 -2.0895  0.9830
41 S 1.1529 2.1731 -2.3700  -0.4337
42 H 5.5987 -3.0462 2.3937  0.2279
43 H 6.9602 -2.3083 3.2353  0.2645
44 H 7.2284 -3.5746 2.0621  0.4072
45 H 7.8174 -1.6264 0.8708  0.4079
46 H 6.2025 -2.0166 0.2930  0.1556
47 H 5.9917 0.2628 0.6535  0.3345
48 H 7.0854 0.2319 2.0806  0.3663
49 H 3.7794 0.6917 3.3992  0.3594
50 H 5.0862 1.6113 2.7040  0.4453
51 H 4.3791 3.0442 1.1252  0.3793
52 H 3.0533 3.6167 -0.8651  0.4819
53 H 3.0363 -2.0077 0.9213  0.2841
54 H 2.9434 -1.2241 2.4566  0.6768
55 H 0.4737 0.1135 1.8176  0.4576
56 H 0.7837 -0.9102 -3.7685  0.2882
57 H -1.2304 -1.6945 -0.6406  0.3737
58 H -4.6769 -0.4517 -1.3833  0.2374
59 H -3.4314 -0.9171 0.7856  0.4863
60 H -5.9591 -1.0515 0.2323  0.3476
61 H -5.4423 -2.0081 1.6037  0.4246
62 H -5.7105 -2.7667 0.0103  0.4322
63 H -3.7874 1.8900 -3.8603  0.5700
64 H -4.6439 0.5997 -3.0979  0.3302
65 H -5.6682 2.5613 -2.2433  0.3972
66 H -4.0895 3.3789 -2.0132  0.4587
67 H -4.7876 3.2773 2.2616  0.3458
68 H -3.6631 2.0373 1.6102  0.2094
69 H -6.4376 1.0584 1.7067  0.2938
70 H -5.0143 0.2958 2.3619  0.1570
71 H -5.9013 1.5086 3.3094  0.3501
72 H -1.5919 2.5620 -3.1109  0.5688

Entry from OMol25: a structure of composition C28H31Cl3GeN4O5SY (ωB97M-V with the def2-TZVPD basis set).

Properties
**Total charge**: -1

Each line ends with the Mulliken charge.
Geometry (Å):
1 Y 0.1778 -0.3917 0.8635  1.5130
2 O 1.6384 -1.8914 0.0269  0.0244
3 C 1.7275 -3.0947 -0.4295  0.0958
4 C 2.9358 -3.5460 -1.0198  -0.4236
5 C 3.0632 -4.8175 -1.5220  -0.4630
6 C 2.0048 -5.7339 -1.4562  -0.7602
7 C 0.8288 -5.3280 -0.8759  -0.8337
8 C 0.6557 -4.0265 -0.3729  0.5176
9 C -0.6185 -3.7232 0.2240  -0.3860
10 N -1.0773 -2.5945 0.6200  0.2451
11 C -2.4125 -2.6575 1.2322  -1.2064
12 C -2.7060 -1.3634 1.9907  -0.3000
13 N -1.4783 -0.8717 2.5782  0.3846
14 C -1.3865 -0.7430 3.8445  -0.3353
15 C -0.2183 -0.3145 4.5795  0.5960
16 C -0.3861 -0.0283 5.9431  -0.6130
17 C 0.6609 0.3855 6.7320  -0.7882
18 C 1.9277 0.5017 6.1472  -0.4024
19 C 2.1327 0.2067 4.8205  -0.7244
20 C 1.0731 -0.2123 3.9823  0.3337
21 O 1.2927 -0.5100 2.7425  -0.6720
22 H 3.7612 -2.8460 -1.0652  0.4309
23 H 4.0016 -5.1133 -1.9768  0.3899
24 H 2.1131 -6.7351 -1.8502  0.3838
25 H -0.0042 -6.0203 -0.8019  0.3147
26 H -1.2611 -4.6055 0.3465  0.1978
27 H -2.4653 -3.5067 1.9205  0.5340
28 H -3.1716 -2.8046 0.4584  0.3850
29 H -3.4886 -1.5288 2.7398  0.5168
30 H -3.0751 -0.6039 1.2950  -0.2033
31 H -2.2662 -0.9711 4.4603  0.1445
32 H -1.3777 -0.1319 6.3728  0.3198
33 H 0.5104 0.6144 7.7781  0.3833
34 H 2.7670 0.8257 6.7519  0.3857
35 H 3.1158 0.2851 4.3741  0.4132
36 C -2.1202 4.7938 1.2218  -1.3204
37 Ge -1.6787 3.0396 0.4161  0.5580
38 C -1.2616 3.4537 -1.4593  -0.8301
39 C -3.4063 2.0674 0.4262  -1.1078
40 C -0.3679 1.9799 1.3422  -0.7923
41 H -2.8877 5.3007 0.6323  0.3519
42 H -1.2372 5.4348 1.2602  0.3623
43 H -2.4905 4.6681 2.2414  0.3520
44 H -2.1556 3.7993 -1.9829  0.4196
45 H -0.8461 2.6059 -2.0045  -0.1096
46 H -0.5233 4.2578 -1.5088  0.3602
47 H -4.2003 2.6694 -0.0217  0.4465
48 H -3.6931 1.8405 1.4571  0.3089
49 H -3.3482 1.1285 -0.1300  0.1418
50 H -0.6966 1.9637 2.3941  0.2737
51 H 0.5855 2.5298 1.3489  0.3769
52 Cl -3.7732 1.0930 -3.2981  -0.1101
53 C -2.3337 0.0871 -3.6278  0.7255
54 Cl -2.8545 -1.5440 -4.1429  -0.1431
55 Cl -1.2758 0.8278 -4.8107  0.1232
56 C -1.6242 -0.0734 -2.3595  -0.6172
57 N -1.0678 -0.1962 -1.3688  -0.1405
58 N 2.0864 0.7413 -0.3312  -0.4704
59 C 2.0733 1.0012 -1.7475  0.4287
60 C 2.1817 -0.0545 -2.6468  0.1888
61 C 2.1292 0.1931 -4.0117  -0.6761
62 C 1.9582 1.4844 -4.4879  -0.4453
63 C 1.8541 2.5347 -3.5884  -0.6896
64 C 1.9154 2.2953 -2.2228  -0.5413
65 S 1.7739 1.7932 -6.2438  1.3754
66 O 2.3318 0.6187 -6.8878  -0.7262
67 O 2.4734 3.0415 -6.4808  -0.7147
68 O 0.3167 1.9160 -6.4106  -0.7476
69 H 2.2932 1.5862 0.1884  0.3090
70 H 2.7876 0.0368 -0.1223  0.2877
71 H 2.3019 -1.0634 -2.2767  0.1640
72 H 2.2218 -0.6161 -4.7245  0.4691
73 H 1.7310 3.5425 -3.9642  0.4179
74 H 1.8325 3.1183 -1.5208  0.3430

Looking at E_LUMO for the records above, in order, we have -2.53, 0.26, 1.86 eV.
Looking at HOMO for the records above, in order, we have -9.5, -8.5, -5.6 eV.
Looking at orbital gap for the records above, in order, we have 7.00, 8.74, 7.47 eV.